DFT (ωB97M-V with the def2-TZVPD basis set) results for a single H2NPS2 molecule at a distorted geometry.

Summary:
E_LUMO (alpha / beta)   -2.23 / -2.24 eV
Orbital gap (alpha / beta)   6.2 / 6.2 eV
Structure (SMILES)   NS(#P)=S
M   111.13 g/mol
E_HOMO (alpha / beta)   -8.47 / -8.43 eV
Energy relative to the best compared isomer or geometry (same formula, charge and spin)   406.1 kJ/mol

```
! RIJCOSX wB97M-V def2-TZVPD def2/J DEFGRID3
* xyz 0 1
N 0.9223 -0.3198 -0.1210
S -0.7019 -0.0099 0.4592
P -1.6907 -1.7588 0.1942
S -1.0088 1.9727 0.2264
H 1.5490 0.1638 0.4841
H 0.9301 -0.0480 -1.2429
*
```